Entry 1:
DFT (ωB97M-V/def2-TZVPD) results for H10O5Pd as an isolated structure.

Values from the calculation:
Energy relative to the best compared isomer or geometry (same formula, charge and spin)   4.6 kcal per mole
<S²>   2.003
Total charge   +2
Multiplicity   3
Energy   -13851.18054 eV

CARTESIAN COORDINATES (ANGSTROEM)
Pd -10.137256 -2.163143 3.678078
O -10.411607 -1.834048 0.905062
H -10.424180 -0.992564 0.419665
H -10.865664 -2.370812 0.267804
O -9.327795 -0.763516 3.295503
H -8.789538 -0.096181 3.743216
H -8.949334 -0.687624 2.377806
O -9.989611 -2.242090 5.485295
H -10.514611 -2.805896 5.983316
H -9.730407 -1.513982 6.033968
O -9.116095 -3.409875 3.090823
H -8.270465 -3.673131 3.438587
H -9.412038 -3.972948 2.293038
O -11.738050 -2.454367 3.287007
H -12.488598 -2.513996 3.880932
H -12.096677 -2.322653 2.409492

Cartesian forces (eV/Å) of the 6 atoms listed first:
Pd -2.707 0.287 2.416
O -0.084 0.915 -0.024
H 0.142 0.103 0.208
H -0.275 -0.978 -0.721
O 8.702 13.043 -5.374
H -0.185 0.525 0.795


Entry 2:
DFT (ωB97M-V/def2-TZVPD) results for an isolated ion of composition C7H12BrN2O2 and charge +1.

Values from the calculation:
Energy relative to the best compared isomer or geometry (same formula, charge and spin)   10.4 kcal per mole
Structure (SMILES)   C/C1=[N+](O)\[N+]([O-])=C(\Br)CCCC1
Total charge   +1
Energy   -84557.00193 eV

CARTESIAN COORDINATES (ANGSTROEM)
C -1.129442 -0.514883 0.740074
C 0.067999 -1.481784 0.686776
C -1.204871 0.473238 -0.430883
C 1.385066 -0.793391 1.190261
C 0.141400 1.020682 -0.716383
C 2.226016 0.166903 0.454318
C 0.855208 0.757981 -1.969694
N 0.653664 1.871189 0.189612
N 2.149754 1.467054 0.294778
O 3.015778 2.267159 0.084779
O -0.094409 2.181576 1.329150
Br 3.935897 -0.534313 -0.015883
H -1.906227 -1.233419 0.679956
H -1.009120 -0.060279 1.625409
H -0.239338 -2.338381 1.316388
H 0.341238 -1.856081 -0.230462
H -1.515718 0.171440 -1.432139
H -1.943987 1.179947 -0.174964
H 1.325477 -0.196505 2.194073
H 1.896958 -1.718402 1.546356
H 0.146566 0.968145 -2.708322
H 1.030690 -0.269623 -2.199236
H 1.905079 0.983928 -1.952253
H 0.087584 3.126440 1.344216

Cartesian forces (eV/Å) of the 6 atoms listed first:
C 1.353 -2.910 -4.104
C 0.043 2.167 2.258
C 0.396 -0.129 -1.428
C -1.102 -0.542 3.590
C -0.697 1.562 1.898
C 2.323 -1.175 -0.960


Entry 3:
DFT (ωB97M-V/def2-TZVPD) results for one molecule with the formula C3H4N2O.

Values from the calculation:
Energy relative to the best compared isomer or geometry (same formula, charge and spin)   93.1 kcal per mole
Energy   -8199.84786 eV

CARTESIAN COORDINATES (ANGSTROEM)
N -0.324171 1.055483 0.294857
C 0.051278 0.342777 1.347959
O 0.361098 -0.867612 1.233139
C 0.175971 -1.062566 -0.707361
C -0.134691 0.319150 -0.976466
N -0.200554 0.571400 -2.174239
H -0.549820 2.038463 0.337907
H 0.099395 0.830341 2.330902
H -0.634384 -1.788170 -0.703006
H 1.155878 -1.439265 -0.983694

Cartesian forces (eV/Å) of the 6 atoms listed first:
N 0.071 -0.007 0.074
C -0.013 -0.025 -0.087
O -0.090 0.237 -0.152
C 0.040 -0.178 0.061
C 0.005 -0.095 -0.438
N -0.051 -0.015 0.517


Entry 4:
DFT (ωB97M-V/def2-TZVPD) results for a 2-piece molecular cluster, C5H3Cl overall.

Values from the calculation:
Energy relative to the best compared isomer or geometry (same formula, charge and spin)   98.3 kcal per mole
Energy   -17747.97957 eV

CARTESIAN COORDINATES (ANGSTROEM)
C 1.649795 -1.775262 -0.367771
C -0.398130 2.225599 -0.299680
C 0.977048 -1.305663 0.575935
C -0.828257 1.127832 0.092506
C -1.504787 0.103096 0.710608
Cl -2.631115 -0.662146 -0.113926
H 2.307795 -2.281488 -1.032781
H 0.085629 3.120421 -0.693154
H 0.342020 -0.552393 1.128261

Cartesian forces (eV/Å) of the 6 atoms listed first:
C -2.276 1.407 3.726
C -0.071 -1.890 0.397
C 1.711 -0.011 -3.079
C 0.221 3.075 -1.300
C 1.718 1.232 1.727
Cl -1.865 -1.250 -1.483


Entry 5:
DFT (ωB97M-V/def2-TZVPD) results for C5H10OPPt as an isolated structure.

Values from the calculation:
<S²>   2.006
Total charge   -1
Multiplicity   3
Energy   -19925.49825 eV

CARTESIAN COORDINATES (ANGSTROEM)
C 0.503126 -1.237842 -2.100554
C 1.275941 -2.232978 -1.318227
C 2.339180 -1.599030 -0.619168
C 2.346061 -0.249348 -1.087496
C 1.122721 -0.030456 -1.983526
Pt 0.612440 -0.729480 0.158284
P -1.808446 -0.736964 1.010317
H -0.495311 -1.503819 -2.426834
H 1.172687 -3.317951 -1.249631
H 3.200554 -2.003151 -0.085865
H 0.876796 0.975522 -2.347257
H 3.189863 0.339238 -0.741152
H -1.844879 -0.630216 2.429368
H -2.459073 -2.035856 1.018099
H -3.046138 -0.015716 0.749737
O 0.152137 1.518873 1.047046
H 0.956487 1.736423 1.529496
H -0.475239 2.269848 1.032204

Cartesian forces (eV/Å) of the 6 atoms listed first:
C 0.249 -2.510 0.039
C -0.551 -0.896 0.355
C 1.542 0.035 -1.796
C -0.948 0.239 -0.527
C 3.331 1.868 0.399
Pt -3.295 0.763 2.459


Entry 6:
DFT (ωB97M-V/def2-TZVPD) results for C26H44AsFeN5O9SSi2 as an isolated structure.

Values from the calculation:
<S²>   6.165
Total charge   -2
Multiplicity   5
Energy   -175373.64303 eV

CARTESIAN COORDINATES (ANGSTROEM)
Fe -0.253855 0.339054 0.201063
N 1.850236 1.342589 0.843466
C 3.021381 0.878345 0.118791
C 4.327511 0.734998 0.939686
C 4.184593 0.113129 2.337573
C 3.566857 -1.295470 2.465668
N 4.138805 -2.393429 1.671389
C 5.525844 -2.396691 1.381341
N 5.860112 -2.994964 0.151679
N 6.418556 -2.779694 2.429375
C 2.648038 -0.418771 -0.631445
O 3.433344 -0.808006 -1.521322
O 1.569764 -0.946173 -0.280488
H 1.973717 2.241028 1.290109
H 1.521238 0.686764 1.542819
H 3.228374 1.601557 -0.678887
H 4.747745 1.737901 1.081627
H 5.044645 0.162318 0.350065
H 3.567954 0.785046 2.942749
H 5.180471 0.077079 2.790678
H 2.502171 -1.245599 2.236190
H 3.656927 -1.591921 3.518434
H 3.601984 -2.536020 0.822833
H 5.269459 -2.596795 -0.584023
H 6.830143 -2.818792 -0.070287
H 5.974028 -2.596825 3.320158
H 6.613387 -3.784467 2.386336
O -1.911196 0.514529 4.598106
As -1.354862 1.753441 3.320774
O -0.787585 2.893773 4.339834
O -0.247032 0.923115 2.415888
C -3.089387 1.685090 2.405795
C -4.077963 0.829026 2.878542
C -5.237987 0.627019 2.143922
C -5.423508 1.266629 0.927889
C -4.448640 2.125450 0.445447
C -3.296399 2.329212 1.184455
S -1.994642 3.373730 0.569376
O -2.543377 4.181983 -0.513192
O -1.557054 4.135465 1.716106
O -0.985960 2.420470 0.088700
H -1.221705 0.620965 5.263135
H -3.922038 0.317823 3.817711
H -6.004475 -0.037726 2.523968
H -6.320149 1.087598 0.347236
H -4.558450 2.643593 -0.498096
C -1.569943 -1.959449 2.725338
Si -1.293709 -1.636869 0.861037
C -0.270971 -3.190068 0.369775
C -3.019235 -2.026248 0.112451
C -3.903828 -3.037259 0.476682
C -5.082123 -3.237853 -0.231362
C -5.384866 -2.422298 -1.316707
C -4.507905 -1.410542 -1.685445
C -3.325313 -1.203775 -0.981673
Si -1.837687 -0.089266 -1.446294
C -2.529926 1.380418 -2.483726
C -1.103282 -1.204784 -2.850217
H -1.886451 -2.992794 2.895921
H -2.332327 -1.293071 3.124486
H -0.658191 -1.772375 3.294966
H -0.851891 -4.105137 0.513836
H 0.643973 -3.256641 0.963033
H 0.031619 -3.132597 -0.676936
H -3.677193 -3.680721 1.322582
H -5.763236 -4.033157 0.054330
H -6.297598 -2.588623 -1.880315
H -4.750366 -0.785622 -2.541791
H -3.584408 1.249117 -2.741102
H -1.967783 1.473740 -3.417024
H -2.434374 2.323880 -1.950157
H -1.872230 -1.876234 -3.239425
H -0.279368 -1.814324 -2.470501
H -0.712240 -0.606930 -3.677108
C 1.989637 2.930376 -4.644527
N 1.573679 1.874855 -3.748410
C 1.823666 0.512677 -4.198614
C 1.057738 2.095659 -2.503650
C 1.020941 3.517829 -2.015149
O 0.679209 1.148297 -1.822079
H 2.071739 2.516570 -5.648406
H 2.965595 3.349534 -4.372256
H 1.266055 3.743687 -4.674433
H 2.846078 0.426747 -4.573037
H 1.126612 0.228033 -4.993125
H 1.712118 -0.168500 -3.362567
H 0.797932 4.240065 -2.796167
H 1.992935 3.750695 -1.572349
H 0.275899 3.575580 -1.231055

Cartesian forces (eV/Å) of the 6 atoms listed first:
Fe 0.968 1.477 0.443
N 0.239 -0.154 -0.206
C 0.057 0.063 -0.018
C -0.322 -0.182 0.076
C 0.019 -0.200 -0.248
C 0.202 0.072 0.161


no.,maximum force (Eh/bohr)
1,0.322
2,0.101
3,0.010
4,0.089
5,0.081
6,0.042